# 1
Below is a 2-piece molecular cluster, C3H12N2S overall in a non-equilibrium geometry, with properties calculated with ωB97M-V/def2-TZVPD.

Frontier orbital gap, eV: 9.23
Charge: 0
SMILES string: CSC.NCN
HOMO, eV: -8.289

Each line ends with the Mulliken charge.
Geometry (Å):
C (-0.122, 0.994, 4.692)  -0.7664
S (1.373, 0.296, 3.793)  -0.0764
C (0.666, 0.121, 2.027)  -0.8328
H (-0.431, 2.019, 4.208)  0.2271
H (-0.922, 0.256, 4.435)  0.2176
H (-0.017, 1.233, 5.722)  0.3254
H (-0.278, -0.504, 2.139)  0.2700
H (1.480, -0.342, 1.495)  0.2937
H (0.190, 1.026, 1.886)  0.3332
N (-0.393, -1.100, -2.084)  -0.5764
C (0.136, -0.108, -3.180)  -0.2612
N (0.036, -0.693, -4.457)  -0.6458
H (-0.265, -2.013, -2.450)  0.2595
H (-1.399, -0.890, -2.103)  0.2296
H (1.264, -0.053, -2.948)  0.1865
H (-0.345, 0.812, -3.230)  0.3735
H (-0.097, -0.033, -5.266)  0.2227
H (-0.877, -1.020, -4.681)  0.2201

=====

# 2
Below is a 2-piece molecular cluster, C2H4F4O overall in a non-equilibrium geometry, with properties calculated with ωB97M-V/def2-TZVPD.

Frontier orbital gap, eV: 12.29
Charge: 0
SMILES string: FCC(F)(F)F.O
HOMO, eV: -11.716

Each line ends with the Mulliken charge.
Geometry (Å):
F (0.568, -1.127, -0.108)  -0.2501
F (2.015, 0.965, -1.110)  -0.2401
F (1.317, 2.220, 0.486)  -0.2474
F (2.586, 0.459, 1.016)  -0.2288
C (0.391, 0.121, 0.372)  -0.3605
C (1.645, 0.966, 0.188)  0.8416
H (-0.489, 0.667, -0.022)  0.2224
H (0.216, -0.067, 1.449)  0.2649
O (-2.550, -1.572, -1.060)  -0.6355
H (-3.023, -2.021, -0.323)  0.3215
H (-2.675, -0.611, -0.886)  0.3121

=====

# 3
Below is a single C3H6ClNO molecule in a non-equilibrium geometry, with properties calculated with ωB97M-V/def2-TZVPD.

Frontier orbital gap, eV: 10.33
Charge: 0
SMILES string: C[C@@](N)(Cl)C=O
HOMO, eV: -9.927

Each line ends with the Mulliken charge.
Geometry (Å):
C (0.969, 0.987, -0.662)  0.0715
C (-1.111, -0.679, -0.623)  -1.2117
C (0.102, -0.097, 0.104)  0.6334
N (0.000, 0.361, 1.400)  -0.5694
O (1.730, 1.711, -0.109)  -0.4280
Cl (1.495, -1.522, 0.042)  -0.2870
H (0.765, 1.100, -1.810)  0.2591
H (-1.510, -1.647, -0.196)  0.3123
H (-1.035, -0.841, -1.679)  0.3744
H (-2.029, -0.041, -0.497)  0.3377
H (-0.174, -0.196, 2.270)  0.2682
H (0.798, 0.865, 1.761)  0.2395

=====

# 4
Below is C30H35AsFeN8O5S3 as an isolated structure in a non-equilibrium geometry, with properties calculated with ωB97M-V/def2-TZVPD.

Frontier orbital gap (alpha / beta), eV: 6.88 / 7.86
Charge: +1
Spin multiplicity: 2
<S²>: 0.8064
HOMO (alpha / beta), eV: -10.254 / -10.257

Each line ends with the Mulliken charge.
Geometry (Å):
Fe (0.234, 0.252, -0.231)  -0.1540
O (1.017, -2.986, 2.339)  -0.3531
C (1.061, -2.314, 3.527)  1.0350
C (1.252, -3.011, 4.716)  -0.9766
C (1.276, -2.347, 5.927)  -0.5313
C (1.103, -0.970, 5.973)  -0.9457
C (0.901, -0.279, 4.794)  -0.4960
C (0.880, -0.929, 3.557)  -0.4171
C (0.623, -0.120, 2.349)  0.9663
O (1.193, -0.436, 1.227)  -0.2675
N (-0.154, 0.916, 2.466)  -0.8244
N (-0.239, 1.617, 1.238)  1.7117
C (-0.667, 2.815, 1.450)  -0.6778
S (-0.936, 3.358, 3.101)  -0.0278
C (-0.920, 5.118, 2.680)  -0.6754
C (-1.573, 5.292, 1.330)  -0.6668
S (-0.934, 4.014, 0.208)  0.1419
H (1.112, -3.925, 2.530)  0.2882
H (1.377, -4.088, 4.683)  0.3603
H (1.430, -2.910, 6.839)  0.4020
H (1.127, -0.443, 6.917)  0.4105
H (0.761, 0.793, 4.805)  0.4538
H (0.113, 5.467, 2.663)  0.2646
H (-1.457, 5.653, 3.462)  0.4605
H (-1.339, 6.260, 0.888)  0.4372
H (-2.655, 5.180, 1.393)  0.3379
N (-0.322, 5.019, -7.092)  -0.4973
C (-0.571, 4.097, -6.113)  1.0518
C (-0.097, 2.781, -6.238)  -0.7978
C (-0.318, 1.863, -5.236)  -0.5507
C (-1.014, 2.238, -4.090)  -0.4713
C (-1.487, 3.535, -3.948)  -0.2864
C (-1.271, 4.456, -4.953)  -0.8753
S (-1.260, 1.063, -2.823)  1.4098
O (-1.721, 1.795, -1.655)  -0.5612
O (-2.104, -0.007, -3.306)  -0.8612
N (0.198, 0.505, -2.421)  0.0366
C (0.495, -0.830, -2.517)  -0.0089
N (0.765, -1.263, -1.274)  0.7657
C (1.100, -2.531, -1.075)  -0.1005
C (1.181, -3.376, -2.167)  -0.7479
C (0.897, -2.836, -3.416)  -0.5431
N (0.559, -1.560, -3.612)  -0.5221
H (0.009, 4.705, -7.986)  0.2106
H (-0.827, 5.886, -7.090)  0.2102
H (0.445, 2.490, -7.129)  0.3133
H (0.049, 0.848, -5.340)  0.4699
H (-2.025, 3.813, -3.052)  0.4823
H (-1.648, 5.466, -4.848)  0.3067
H (1.294, -2.824, -0.051)  0.4515
H (1.455, -4.413, -2.054)  0.4530
H (0.944, -3.456, -4.303)  0.4532
N (-3.038, -0.031, 1.670)  -0.2821
C (-2.640, -0.388, 0.438)  0.3781
N (-3.541, -0.483, -0.545)  -0.3620
O (-1.431, -0.682, 0.259)  -0.2792
H (-3.993, 0.181, 1.896)  0.2073
H (-2.319, 0.065, 2.374)  0.1302
H (-4.475, -0.138, -0.412)  0.1935
H (-3.187, -0.527, -1.495)  0.2271
C (3.516, 0.493, -0.657)  -1.4965
As (2.080, 1.818, -0.729)  1.1617
C (2.577, 2.609, -2.428)  -1.2714
C (2.667, 3.011, 0.724)  -0.4089
C (3.869, 3.812, 0.326)  -0.1192
C (3.703, 5.029, -0.331)  -0.1833
C (4.803, 5.763, -0.746)  -0.7623
C (6.086, 5.289, -0.508)  -0.4445
C (6.261, 4.084, 0.156)  -0.8006
C (5.159, 3.350, 0.571)  -0.0767
H (4.483, 0.994, -0.710)  0.5499
H (3.420, -0.170, -1.516)  0.4305
H (3.431, -0.085, 0.260)  0.2199
H (3.652, 2.775, -2.390)  0.4980
H (2.061, 3.548, -2.615)  0.3831
H (2.313, 1.889, -3.198)  0.4101
H (2.864, 2.336, 1.558)  0.5293
H (1.829, 3.656, 0.980)  0.0022
H (2.702, 5.402, -0.519)  0.4331
H (4.660, 6.709, -1.252)  0.4090
H (6.945, 5.862, -0.830)  0.4032
H (7.258, 3.717, 0.359)  0.3989
H (5.304, 2.419, 1.107)  0.4742